No. 1
{
  "formula": "C55H86BN6O2SeY",
  "method": "wB97M-V/def2-TZVPD",
  "homo_lumo_gap_ev": 7.957,
  "relative_energy_ev": 2.418,
  "e_tot_ev": -138541.151,
  "symbols": ["Y", "C", "C", "C", "C", "C", "C", "C", "C", "C", "N", "N", "B", "N", "N", "C", "C", "C", "C", "C", "C", "C", "C", "C", "N", "N", "C", "C", "C", "C", "C", "C", "C", "C", "C", "H", "H", "H", "H", "H", "H", "H", "H", "H", "H", "H", "H", "H", "H", "H", "H", "H", "H", "H", "H", "H", "H", "H", "H", "H", "H", "H", "H", "H", "H", "H", "H", "H", "H", "H", "H", "H", "H", "H", "H", "H", "H", "H", "H", "H", "H", "C", "C", "C", "C", "C", "C", "C", "Se", "C", "C", "C", "C", "C", "C", "O", "C", "C", "C", "C", "C", "C", "C", "C", "C", "O", "C", "C", "C", "C", "C", "C", "H", "H", "H", "H", "H", "H", "H", "H", "H", "H", "H", "H", "H", "H", "H", "H", "H", "H", "H", "H", "H", "H", "H", "H", "H", "H", "H", "H", "H", "H", "H", "H", "H", "H", "H", "H", "H", "H", "H", "H"],
  "xyz": [[0.127, -0.432, 0.507], [2.842, 1.660, 4.017], [1.367, 1.268, 3.876], [0.671, 2.047, 2.785], [1.266, -0.228, 3.766], [1.671, -1.062, 4.794], [1.518, -2.351, 4.337], [2.048, -3.488, 5.178], [1.203, -4.740, 5.357], [3.503, -3.766, 4.780], [1.013, -2.293, 3.081], [0.858, -0.964, 2.725], [0.659, -3.474, 2.101], [-0.837, -3.457, 1.627], [-1.465, -2.353, 1.067], [-2.722, -2.727, 0.800], [-2.898, -4.065, 1.122], [-1.705, -4.499, 1.644], [-1.504, -5.956, 1.976], [-1.153, -6.311, 3.415], [-0.573, -6.588, 0.944], [-3.871, -1.942, 0.222], [-4.128, -0.586, 0.846], [-3.763, -1.855, -1.302], [1.613, -3.524, 0.869], [1.590, -2.508, -0.071], [2.449, -2.870, -1.033], [3.045, -4.075, -0.704], [2.506, -4.477, 0.498], [3.008, -5.796, 1.086], [2.610, -6.285, 2.467], [2.814, -6.934, 0.070], [2.743, -2.250, -2.376], [2.881, -0.746, -2.438], [1.715, -2.744, -3.398], [2.941, 2.746, 4.062], [3.281, 1.239, 4.920], [3.422, 1.303, 3.166], [0.872, 1.515, 4.824], [1.106, 1.874, 1.796], [-0.389, 1.813, 2.737], [0.762, 3.117, 2.979], [2.052, -0.770, 5.757], [2.090, -3.031, 6.172], [1.277, -5.419, 4.520], [1.552, -5.276, 6.241], [0.152, -4.492, 5.504], [3.600, -3.974, 3.715], [4.121, -2.893, 4.989], [3.903, -4.614, 5.337], [0.821, -4.479, 2.707], [-3.799, -4.642, 1.013], [-2.502, -6.373, 1.805], [-0.106, -6.152, 3.633], [-1.739, -5.726, 4.123], [-1.370, -7.367, 3.587], [0.371, -6.050, 0.908], [-0.367, -7.634, 1.181], [-1.012, -6.538, -0.052], [-4.737, -2.568, 0.457], [-3.477, 0.162, 0.424], [-5.150, -0.268, 0.633], [-3.986, -0.594, 1.927], [-2.878, -1.286, -1.594], [-3.688, -2.844, -1.755], [-4.633, -1.345, -1.718], [3.794, -4.589, -1.281], [4.091, -5.623, 1.136], [1.577, -6.620, 2.518], [3.240, -7.142, 2.713], [2.770, -5.533, 3.230], [1.760, -7.129, -0.125], [3.291, -6.716, -0.881], [3.256, -7.849, 0.466], [3.714, -2.679, -2.647], [1.911, -0.269, -2.393], [3.490, -0.345, -1.628], [3.325, -0.454, -3.392], [0.717, -2.381, -3.139], [1.957, -2.369, -4.393], [1.677, -3.832, -3.434], [-6.372, 3.137, -2.683], [-4.945, 3.418, -3.168], [-4.782, 2.815, -4.563], [-4.734, 4.935, -3.277], [-3.943, 2.837, -2.177], [-2.987, 1.904, -2.528], [-2.103, 1.431, -1.570], [-0.712, 0.228, -2.093], [0.607, 1.626, -2.291], [0.493, 2.440, -3.393], [1.372, 3.501, -3.573], [2.379, 3.635, -2.630], [2.547, 2.805, -1.515], [1.595, 1.789, -1.294], [1.604, 0.977, -0.249], [3.762, 3.107, -0.623], [3.586, 4.498, 0.006], [5.037, 3.090, -1.483], [3.987, 2.114, 0.517], [1.191, 4.437, -4.763], [-0.209, 5.065, -4.698], [2.223, 5.565, -4.775], [1.328, 3.642, -6.068], [-2.116, 1.831, -0.227], [-1.315, 1.238, 0.642], [-3.075, 2.818, 0.133], [-3.944, 3.270, -0.847], [-3.085, 3.430, 1.534], [-1.748, 4.167, 1.714], [-3.280, 2.361, 2.617], [-4.207, 4.455, 1.722], [-7.100, 3.547, -3.385], [-6.559, 3.585, -1.707], [-6.545, 2.063, -2.597], [-5.523, 3.249, -5.236], [-4.930, 1.734, -4.556], [-3.795, 3.023, -4.980], [-5.433, 5.366, -3.996], [-3.719, 5.159, -3.608], [-4.891, 5.431, -2.320], [-2.910, 1.531, -3.540], [-0.301, 2.253, -4.106], [3.092, 4.436, -2.755], [3.527, 5.282, -0.748], [4.429, 4.724, 0.662], [2.671, 4.534, 0.600], [5.011, 3.824, -2.286], [5.181, 2.106, -1.932], [5.906, 3.311, -0.860], [3.169, 2.140, 1.228], [4.905, 2.395, 1.041], [4.089, 1.089, 0.164], [-0.339, 5.625, -3.771], [-0.991, 4.305, -4.739], [-0.358, 5.746, -5.538], [2.158, 6.179, -3.876], [2.042, 6.213, -5.634], [3.241, 5.181, -4.857], [0.595, 2.836, -6.122], [2.321, 3.197, -6.146], [1.174, 4.294, -6.930], [-4.682, 4.005, -0.563], [-0.907, 3.531, 1.450], [-1.628, 4.495, 2.749], [-1.721, 5.047, 1.070], [-2.541, 1.569, 2.547], [-4.271, 1.911, 2.526], [-3.213, 2.824, 3.605], [-4.105, 5.306, 1.048], [-4.165, 4.839, 2.742], [-5.194, 4.012, 1.575]],
  "forces_ev_per_a": [[0.2962, 0.2427, 0.8504], [0.0287, -0.0034, -0.0276], [-0.0399, -0.0550, 0.0832], [-0.0086, 0.0280, -0.0174], [0.0330, 0.0548, 0.0478], [-0.0614, -0.0455, -0.0387], [0.0049, -0.0355, 0.0656], [-0.0228, 0.1072, 0.0684], [-0.0126, -0.0252, 0.0393], [0.0402, 0.0219, -0.0430], [-0.0574, 0.0342, -0.1419], [0.1288, -0.1520, 0.2236], [0.0090, -0.0351, 0.0533], [-0.0673, 0.0260, -0.1305], [0.1660, 0.0760, 0.1837], [-0.0227, -0.0019, -0.0648], [-0.0074, 0.0939, 0.1904], [0.0657, -0.0815, -0.0063], [-0.0967, 0.0061, -0.0987], [0.0304, -0.0273, 0.0085], [0.0298, 0.0258, 0.0488], [0.0427, -0.1188, -0.1417], [-0.1001, 0.0744, 0.1134], [0.0377, 0.0659, 0.0093], [0.1664, 0.1518, 0.0714], [-0.2830, -0.0523, -0.0393], [0.1119, 0.0929, -0.0203], [0.0009, 0.0020, 0.0841], [-0.0496, -0.1234, -0.0809], [0.1875, 0.0870, -0.0088], [-0.0623, 0.0017, 0.0826], [-0.0170, -0.0215, -0.0286], [0.0108, -0.0612, -0.0013], [0.0627, 0.0179, -0.0027], [-0.0791, 0.0461, -0.0152], [0.0003, 0.0314, 0.0075], [0.0097, -0.0164, 0.0264], [-0.0133, -0.0045, 0.0047], [0.0246, 0.0071, -0.0531], [0.0442, -0.0074, 0.0175], [0.0052, -0.0102, 0.0186], [-0.0010, -0.0146, 0.0057], [0.0160, 0.0140, 0.0541], [0.0174, -0.0183, -0.0463], [0.0477, 0.0282, 0.0275], [-0.0031, -0.0032, 0.0160], [-0.0089, 0.0151, -0.0029], [0.0202, 0.0695, 0.0455], [0.0141, 0.0187, 0.0238], [0.0079, -0.0301, 0.0075], [-0.0312, -0.0112, 0.0175], [-0.0238, -0.0220, -0.0063], [0.0558, 0.0042, -0.0028], [-0.0519, -0.0031, -0.0273], [-0.0309, 0.0209, 0.0080], [-0.0021, -0.0188, 0.0012], [-0.0556, -0.0047, 0.0027], [-0.0117, -0.0251, 0.0123], [-0.0233, -0.0013, -0.0236], [0.0327, 0.0038, -0.0975], [0.1836, 0.1661, 0.0172], [-0.0149, -0.0077, 0.0086], [-0.0237, -0.0480, 0.0122], [-0.0720, -0.0302, 0.0132], [-0.0022, -0.0338, 0.0075], [-0.0172, 0.0266, -0.0204], [0.0267, -0.0194, -0.0251], [-0.0703, -0.0252, 0.0260], [0.0217, 0.0016, -0.0265], [0.0110, -0.0190, 0.0072], [-0.0319, -0.1138, -0.0707], [0.0472, 0.0077, 0.0142], [0.0197, 0.0122, -0.0399], [0.0191, -0.0233, 0.0030], [-0.0770, -0.0082, -0.0259], [0.0179, -0.0290, 0.0168], [-0.0097, -0.0101, -0.0103], [0.0170, -0.0062, 0.0020], [0.0013, 0.0030, 0.0007], [0.0142, 0.0001, -0.0300], [0.0051, -0.0247, 0.0052], [0.0023, 0.0044, -0.0049], [0.0184, 0.0285, -0.0204], [-0.0290, 0.0180, 0.0105], [-0.0233, -0.0249, -0.0167], [0.0177, 0.0036, 0.0389], [-0.0089, 0.0161, 0.0113], [-0.1116, -0.0450, 0.1164], [-0.1835, 0.3186, -1.0823], [-0.0074, 0.0110, 0.0785], [-0.0131, 0.0241, -0.0323], [0.0512, -0.0023, 0.0111], [-0.0295, -0.0489, 0.0409], [-0.0417, 0.0570, -0.0555], [0.0513, 0.0733, 0.0725], [-0.3131, -0.3862, -0.0471], [-0.0272, -0.0236, 0.0127], [0.0052, -0.0200, -0.0120], [0.0006, 0.0048, 0.0223], [0.0051, 0.0137, 0.0058], [-0.0120, 0.0240, 0.0008], [0.0109, 0.0199, -0.0288], [-0.0109, -0.0042, -0.0119], [-0.0012, 0.0082, 0.0048], [-0.2056, -0.1655, -0.0220], [0.1792, -0.2546, -0.1927], [0.1063, 0.0566, -0.0541], [-0.0183, -0.0475, -0.0101], [-0.0193, 0.0226, -0.0130], [-0.0027, -0.0230, 0.0127], [0.0077, -0.0136, -0.0099], [0.0334, -0.0046, -0.0017], [-0.0314, 0.0194, -0.0295], [-0.0014, 0.0087, 0.0275], [-0.0028, -0.0377, -0.0016], [-0.0173, 0.0078, -0.0195], [-0.0133, -0.0416, 0.0081], [0.0379, 0.0152, -0.0036], [-0.0214, 0.0114, -0.0206], [0.0341, 0.0014, -0.0133], [0.0000, 0.0153, 0.0484], [0.0167, -0.0226, -0.0199], [-0.0194, -0.0173, 0.0031], [0.0213, 0.0492, -0.0186], [-0.0103, 0.0172, -0.0347], [0.0361, 0.0089, 0.0190], [-0.0220, -0.0095, 0.0202], [-0.0028, 0.0329, -0.0287], [-0.0037, -0.0325, -0.0120], [0.0191, 0.0059, 0.0184], [-0.0152, -0.0068, 0.0068], [0.0246, -0.0003, 0.0107], [0.0079, -0.0029, -0.0163], [0.0069, 0.0156, 0.0286], [-0.0214, -0.0290, 0.0059], [-0.0056, 0.0176, -0.0238], [-0.0104, 0.0127, 0.0331], [-0.0029, 0.0135, -0.0193], [0.0251, -0.0226, -0.0014], [-0.0248, -0.0206, -0.0037], [0.0314, -0.0122, 0.0029], [-0.0031, 0.0259, -0.0293], [-0.0038, 0.0472, -0.0180], [-0.0225, -0.0021, -0.0058], [0.0072, 0.0298, 0.0440], [-0.0005, 0.0323, -0.0308], [0.0122, -0.0275, -0.0011], [-0.0252, -0.0154, -0.0076], [0.0124, 0.0063, 0.0235], [0.0030, 0.0224, -0.0398], [0.0081, 0.0105, 0.0285], [-0.0240, -0.0241, 0.0085]],
  "mulliken_charge": [1.326, -1.679, 0.630, -0.295, -0.682, -1.189, 0.588, 0.261, -1.549, -1.594, 0.629, 0.187, 0.447, 0.721, -0.371, -0.478, -1.065, 0.304, 0.057, -1.426, -1.004, 0.451, -1.615, -1.033, 0.806, -0.323, -0.531, -1.053, 0.156, 0.277, -1.416, -1.495, 0.571, -1.142, -1.436, 0.456, 0.423, 0.356, 0.536, -0.538, -0.128, 0.805, 0.569, 0.465, 0.015, 0.520, 0.292, 0.394, 0.379, 0.425, -0.674, 0.506, 0.539, 0.205, 0.315, 0.503, -0.244, 0.437, 0.515, 0.396, 0.145, 0.540, 0.409, -0.024, 0.451, 0.355, 0.552, 0.685, 0.115, 0.603, -0.189, 0.257, 0.390, 0.435, 0.456, -0.329, 0.146, 0.551, 0.148, 0.412, 0.438, -1.683, 1.839, -2.062, -1.426, -0.980, -0.554, -0.052, -0.105, 0.547, -1.178, -0.557, -0.304, -0.302, 0.568, 0.234, 2.533, -1.788, -1.764, -1.909, 2.144, -1.646, -2.181, -1.742, -0.984, 1.715, 0.425, -0.283, 2.326, -1.044, -1.331, -2.467, 0.481, 0.282, 0.333, 0.470, 0.377, 0.283, 0.487, 0.166, 0.281, 0.625, 0.320, 0.477, 0.335, 0.522, 0.204, 0.290, 0.326, 0.487, -0.111, 0.678, 0.220, 0.345, 0.262, 0.481, 0.386, 0.436, 0.414, 0.318, 0.353, 0.463, 0.502, -0.336, 0.428, 0.410, -0.261, 0.327, 0.565, 0.401, 0.503, 0.430]
}

No. 2
{
  "formula": "C9H14O",
  "method": "wB97M-V/def2-TZVPD",
  "smiles": "Cc1ccc(O)cc1.CC",
  "homo_lumo_gap_ev": 9.259,
  "relative_energy_ev": 0.213,
  "e_tot_ev": -11607.424,
  "symbols": ["C", "C", "C", "C", "C", "C", "C", "O", "H", "H", "H", "H", "H", "H", "H", "H", "C", "C", "H", "H", "H", "H", "H", "H"],
  "xyz": [[0.274, 2.054, -3.972], [0.084, -0.013, -0.209], [-0.651, -0.482, -1.298], [0.832, 1.134, -0.324], [-0.533, 0.185, -2.503], [0.899, 1.831, -1.533], [0.227, 1.341, -2.648], [0.080, -0.652, 0.998], [-0.627, -1.302, 1.000], [-1.312, -1.332, -1.175], [1.477, 1.448, 0.488], [-1.070, -0.182, -3.368], [1.430, 2.775, -1.583], [0.446, 3.126, -3.903], [-0.645, 1.915, -4.549], [1.059, 1.627, -4.608], [-0.442, -1.685, 4.076], [-0.501, -2.615, 5.280], [-1.135, -0.858, 4.208], [0.545, -1.254, 3.916], [-0.741, -2.165, 3.141], [-0.675, -2.071, 6.211], [-1.309, -3.344, 5.195], [0.418, -3.188, 5.412]],
  "forces_ev_per_a": [[0.0384, -0.3522, -0.5998], [-0.3932, -0.3022, -0.0385], [0.2754, 0.2963, 0.2314], [0.9993, 0.6031, -0.3613], [-0.2021, -0.0371, -0.1829], [-0.4519, -0.4661, 0.1978], [-0.1108, 0.4724, 0.0422], [-0.0208, 0.0778, 0.0542], [0.0017, -0.1342, 0.0504], [0.0978, -0.0970, -0.1364], [-0.3509, 0.0279, 0.1878], [-0.1039, -0.0481, -0.0068], [0.1357, -0.1599, -0.0374], [0.0853, -0.0044, 0.2217], [-0.0470, 0.0089, 0.2205], [0.0637, 0.1502, 0.1192], [-0.1967, 0.1549, -0.1091], [-0.0031, -0.3005, 0.1502], [-0.0715, 0.1654, -0.0029], [0.0392, -0.0084, 0.0478], [0.1516, -0.2017, 0.1637], [0.0938, 0.0574, -0.0901], [-0.0415, 0.0686, -0.0430], [0.0115, 0.0287, -0.0788]],
  "mulliken_charge": [-1.393, 0.705, -0.572, -0.491, -0.595, -0.401, 0.579, -0.400, 0.221, 0.348, 0.371, 0.317, 0.338, 0.354, 0.349, 0.276, -0.618, -0.902, 0.311, 0.281, 0.090, 0.277, 0.278, 0.277]
}

No. 3
{
  "formula": "CH2FPb",
  "method": "wB97M-V/def2-TZVPD",
  "homo_lumo_gap_ev": [7.310, 7.309],
  "relative_energy_ev": 0.000,
  "e_tot_ev": -9024.223,
  "total_charge": 1,
  "symbols": ["H", "Pb", "C", "F", "H"],
  "xyz": [[-0.846, -0.967, -0.431], [0.080, -0.131, 1.926], [-0.207, 0.134, -0.382], [1.224, -0.114, -0.169], [-0.251, 1.079, -0.944]],
  "forces_ev_per_a": [[2.0461, 3.3743, -1.2740], [-0.0769, 0.5443, -0.6059], [-0.9508, -2.3064, 2.4364], [-0.3178, -0.6012, -0.4160], [-0.7007, -1.0110, -0.1404]],
  "mulliken_charge": [0.288, 1.156, -0.518, -0.253, 0.328]
}